[1]
Computed, not measured: a molecular structure, C44H39BrF5N4O2P2TeTi, with ωB97M-V/def2-TZVPD.

Structure (XYZ):
```
99
Properties=species:S:1:pos:R:3:forces:R:3:lowdin_charge:R:1
Ti -0.677 -1.243 0.889 -0.4 0.4 0.2 0.80
N -3.326 -0.038 -0.158 0.0 0.0 0.0 -0.27
P -0.720 1.435 -0.009 0.1 -0.2 0.3 1.14
C -2.043 2.428 0.756 0.0 0.1 0.0 -0.38
C -2.403 2.117 2.064 0.0 0.1 0.1 -0.10
C -3.345 2.880 2.737 0.0 0.0 0.0 -0.07
C -3.955 3.951 2.100 0.0 0.0 0.0 -0.09
C -3.618 4.255 0.788 0.0 0.0 0.0 -0.09
C -2.663 3.500 0.121 0.0 0.0 0.0 -0.12
C -0.891 1.732 -1.807 0.1 0.0 0.0 -0.33
C -2.166 1.721 -2.382 -0.1 0.0 0.0 -0.12
C -2.325 1.772 -3.756 0.1 0.1 0.0 -0.08
C -1.219 1.831 -4.592 -0.1 0.0 0.0 -0.09
C 0.048 1.847 -4.037 0.0 0.0 0.0 -0.08
C 0.205 1.791 -2.659 0.0 0.1 -0.1 -0.10
P -2.617 -1.360 -0.709 0.2 -0.2 0.3 0.75
C -2.301 -1.495 -2.505 -0.2 0.1 -0.1 -0.35
C -1.003 -1.586 -2.992 0.0 -0.1 0.0 -0.09
C -0.768 -1.623 -4.361 0.0 0.0 0.0 -0.08
C -1.829 -1.564 -5.251 0.0 0.0 0.0 -0.10
C -3.132 -1.473 -4.773 0.0 0.0 0.0 -0.10
C -3.363 -1.437 -3.408 0.0 -0.1 0.0 -0.10
C -3.658 -2.829 -0.385 0.0 -0.1 -0.1 -0.33
C -3.592 -3.994 -1.147 0.0 0.0 0.0 -0.10
C -4.386 -5.085 -0.830 0.0 0.0 0.0 -0.09
C -5.251 -5.027 0.256 0.0 0.0 0.0 -0.10
C -5.317 -3.873 1.022 0.0 0.0 0.0 -0.09
C -4.524 -2.780 0.704 0.0 0.0 0.0 -0.10
H -4.333 0.017 -0.297 0.0 0.0 0.0 0.00
H -1.955 1.278 2.578 0.0 0.0 0.0 0.07
H -3.598 2.612 3.755 0.0 0.0 0.0 0.09
H -4.698 4.542 2.622 0.0 0.0 0.0 0.10
H -4.092 5.087 0.281 0.0 0.0 0.0 0.10
H -2.397 3.763 -0.894 0.0 0.0 0.0 0.09
H -3.035 1.612 -1.747 0.1 0.0 0.0 0.08
H -3.324 1.744 -4.174 0.0 0.0 0.0 0.11
H -1.348 1.852 -5.668 0.0 0.0 0.0 0.10
H 0.927 1.896 -4.668 0.0 0.0 0.0 0.11
H 1.204 1.829 -2.266 0.1 0.0 0.0 0.07
H -0.170 -1.662 -2.300 0.0 0.0 0.0 0.09
H 0.248 -1.702 -4.728 0.0 0.0 0.0 0.11
H -1.644 -1.592 -6.319 0.0 0.0 0.0 0.10
H -3.964 -1.433 -5.465 0.0 0.0 0.0 0.10
H -4.380 -1.371 -3.035 0.0 0.0 0.0 0.11
H -2.904 -4.055 -1.979 0.0 0.0 0.0 0.10
H -4.320 -5.987 -1.426 0.0 0.0 0.0 0.10
H -5.867 -5.882 0.507 0.0 0.0 0.0 0.09
H -5.979 -3.823 1.879 0.0 0.0 0.0 0.10
H -4.562 -1.882 1.308 0.0 0.0 0.0 0.10
N 1.354 -1.734 3.462 0.1 0.0 0.1 0.22
C 0.246 -0.990 3.614 -0.1 0.0 -0.2 -0.47
O -0.191 -0.340 2.580 -0.1 0.2 0.0 -0.19
C -0.428 -0.925 4.835 0.3 0.0 0.0 -0.20
C 0.106 -1.602 5.960 -0.2 0.1 0.1 -0.24
N 0.555 -2.139 6.878 0.1 -0.1 -0.1 0.13
C -1.610 -0.158 4.963 -0.1 0.0 0.0 -0.21
N -2.571 0.469 5.083 0.0 0.0 0.0 0.15
H 1.872 -1.688 2.597 -0.1 0.0 0.0 0.08
H 1.741 -2.242 4.240 0.0 0.0 0.0 0.11
Br 5.866 -1.406 1.184 0.0 0.0 0.0 0.73
C 4.291 -0.362 1.050 0.0 0.0 0.1 -0.69
C 3.791 0.264 2.183 0.0 0.0 0.0 -0.13
C 2.652 1.038 2.072 0.0 0.1 0.0 -0.06
C 2.003 1.236 0.849 0.0 0.1 0.0 -0.25
C 2.500 0.543 -0.246 0.0 0.0 -0.1 -0.05
C 3.638 -0.251 -0.159 0.0 0.0 0.0 -0.11
H 4.282 0.138 3.139 0.0 0.0 0.0 0.10
H 2.244 1.499 2.964 0.0 0.0 0.0 0.13
H 1.979 0.556 -1.190 0.0 0.0 0.0 0.09
H 3.987 -0.803 -1.020 0.0 0.0 0.0 0.11
C 0.240 4.546 1.625 0.0 0.0 0.0 -0.05
C 1.195 3.737 0.735 0.1 0.0 -0.1 -0.43
C 2.591 4.037 1.328 0.0 -0.2 0.0 -0.05
C 0.811 2.188 0.829 0.0 0.0 0.0 -0.27
C 1.224 4.262 -0.700 0.0 0.0 0.0 -0.18
C 0.240 5.106 -1.204 -0.1 -0.1 0.0 -0.03
C 0.307 5.593 -2.505 0.0 0.0 0.0 -0.07
C 1.377 5.271 -3.321 0.0 0.0 0.0 -0.10
C 2.383 4.453 -2.824 0.0 0.0 0.0 -0.09
C 2.303 3.955 -1.534 0.0 0.0 0.1 -0.06
H 0.309 4.174 2.650 0.0 0.0 0.0 0.10
H -0.802 4.498 1.333 0.0 0.0 0.0 0.05
H 0.546 5.596 1.632 0.0 0.0 0.0 0.10
H 2.614 3.848 2.401 0.0 -0.1 0.0 0.09
H 2.797 5.097 1.170 0.0 0.0 0.0 0.10
H 3.396 3.465 0.873 0.0 0.0 0.0 0.08
H 0.389 2.074 1.836 0.1 0.1 0.0 0.09
H -0.598 5.389 -0.582 0.0 0.0 0.0 0.10
H -0.485 6.233 -2.875 0.0 0.0 0.0 0.10
H 1.431 5.652 -4.333 0.0 0.0 0.0 0.10
H 3.231 4.191 -3.446 0.0 0.0 0.0 0.10
H 3.091 3.305 -1.175 0.0 0.0 0.0 0.11
F -0.692 -3.767 -0.681 0.0 -0.3 -0.2 -0.52
Te 0.949 -4.011 0.371 -0.1 0.1 -0.1 1.93
F 2.795 -3.885 1.016 0.1 0.0 0.0 -0.56
F 1.763 -3.633 -1.266 0.1 0.0 0.0 -0.43
F -1.451 -2.589 1.810 0.3 0.2 -0.2 -0.38
F 1.090 -5.825 -0.223 0.1 -0.1 0.0 -0.52
O 0.806 -1.823 0.308 -0.2 -0.2 0.2 -0.62
```
Positions in Å, forces in eV/Å.

Computed properties:
max |F| = 0.6 eV/A
frontier orbital gap = 8.030 eV
net charge = -1
highest occupied orbital energy = -5.8 eV
spin multiplicity = 1


[2]
Computed, not measured: a molecular structure, C44H39F6N6O2RbSb in a non-equilibrium geometry, with ωB97M-V/def2-TZVPD.

Structure (XYZ):
```
99
Properties=species:S:1:pos:R:3:forces:R:3:mulliken_spin:R:1
Rb 0.406 -0.602 -0.955 -0.4 0.0 -0.3 0.29
O 1.141 -1.341 1.258 -3.6 0.4 -1.0 -0.20
C 1.888 -1.465 2.319 0.1 -0.5 -0.7 -0.06
C 3.210 -1.706 1.603 1.2 -0.1 1.1 0.00
C 3.680 -0.567 0.672 0.1 0.0 0.2 0.00
C 5.100 -0.443 0.828 -1.2 -0.2 0.1 0.00
C 5.824 0.451 0.095 -0.2 -0.1 -0.1 0.00
C 5.106 1.199 -0.788 -1.1 0.1 -0.1 0.00
C 3.683 1.060 -0.916 -0.1 0.1 -0.1 0.00
C 3.233 2.010 -2.046 1.2 1.0 0.3 0.00
C 1.868 2.675 -1.919 0.0 -0.7 -0.9 0.00
O 1.162 1.604 -1.694 -3.4 -1.1 0.4 -0.01
C 1.555 3.332 -3.298 0.2 1.3 -0.6 0.00
C 2.158 4.563 -3.632 -0.2 -0.2 -0.4 0.00
C 1.922 5.182 -4.863 0.2 -0.2 0.5 0.00
C 1.081 4.580 -5.795 -0.2 -0.3 0.2 0.00
C 0.479 3.360 -5.495 -0.2 2.9 0.2 0.00
C 0.714 2.745 -4.262 0.1 2.6 4.0 0.00
C 1.623 3.683 -0.773 0.6 1.0 0.0 0.00
C 2.620 4.093 0.125 -0.5 0.1 0.0 0.00
C 2.356 5.043 1.120 -0.3 -0.3 -0.2 0.00
C 1.088 5.607 1.240 0.3 -0.1 0.1 0.00
C 0.077 5.213 0.371 0.3 -0.7 -0.4 0.00
C 0.344 4.264 -0.619 0.3 -0.2 0.1 0.00
N 2.838 0.154 -0.220 6.3 0.7 0.9 0.00
C 1.358 -2.672 3.142 0.6 -0.2 1.2 0.01
C 2.151 -3.787 3.468 -0.5 0.1 0.1 0.00
C 1.654 -4.824 4.266 -0.3 0.3 -0.2 0.00
C 0.351 -4.771 4.757 0.2 -0.1 -0.1 0.00
C -0.457 -3.681 4.448 0.4 0.5 -0.5 0.00
C 0.043 -2.647 3.654 0.3 0.0 -0.2 0.00
C 1.936 -0.184 3.191 0.4 0.4 1.0 0.01
C 2.524 -0.217 4.472 -0.3 0.5 -0.2 0.00
C 2.567 0.921 5.285 -0.1 -0.2 -0.4 0.00
C 2.034 2.126 4.832 0.0 -0.1 -0.1 0.00
C 1.469 2.192 3.562 0.1 -0.5 -0.1 0.00
C 1.429 1.055 2.753 0.0 -0.5 -0.3 0.01
H 3.214 -2.626 0.994 -0.6 0.2 0.3 0.01
H 3.966 -1.876 2.384 0.6 0.2 -0.3 0.00
H 5.629 -1.070 1.537 -0.3 0.0 0.0 0.00
H 6.893 0.551 0.203 0.2 0.0 0.0 0.00
H 5.641 1.912 -1.408 -0.4 0.0 0.0 0.00
H 3.319 1.418 -2.975 -0.7 0.3 0.2 0.00
H 3.969 2.820 -2.168 0.6 -0.3 0.1 0.00
H 2.811 5.043 -2.907 0.0 0.0 0.0 0.00
H 2.394 6.134 -5.081 0.0 0.0 0.0 0.00
H 0.894 5.057 -6.750 0.0 0.0 0.0 0.00
H -0.178 2.876 -6.209 -0.1 1.0 0.1 0.00
H 0.242 1.791 -4.033 -0.2 2.0 2.2 0.00
H 3.605 3.644 0.084 0.0 0.0 -0.1 0.00
H 3.141 5.308 1.820 0.0 0.1 0.0 0.00
H 0.880 6.322 2.027 0.0 0.1 0.0 0.00
H -0.927 5.612 0.466 0.0 0.1 0.0 0.00
H -0.454 3.928 -1.280 0.2 0.1 0.0 0.00
H 3.167 -3.858 3.096 0.0 0.1 0.0 0.00
H 2.289 -5.673 4.494 0.0 0.0 0.0 0.00
H -0.036 -5.577 5.369 0.0 0.0 0.0 0.00
H -1.478 -3.625 4.810 0.0 0.0 0.1 0.00
H -0.587 -1.794 3.401 0.2 -0.1 0.0 0.00
H 2.938 -1.150 4.839 0.0 0.0 0.0 0.00
H 3.015 0.859 6.270 0.0 0.0 0.0 0.00
H 2.063 3.011 5.455 0.0 0.0 0.1 0.00
H 1.062 3.118 3.170 0.1 0.0 0.1 0.00
H 1.012 1.132 1.743 0.1 -0.2 0.3 0.00
F 0.406 -0.602 -3.506 -0.1 -0.3 -2.9 -0.03
Sb 0.406 -0.608 -5.503 0.4 -0.6 -0.2 -0.01
F -1.586 -0.461 -5.503 1.9 -0.2 0.0 0.00
F 0.259 -2.599 -5.498 0.1 2.1 0.0 0.00
F 0.405 -0.613 -7.500 -0.1 -0.1 2.0 0.00
F 2.397 -0.754 -5.503 -2.2 0.1 0.0 0.00
F 0.552 1.384 -5.508 0.6 -9.7 -5.0 0.00
C -2.574 -2.701 -2.201 -0.4 -0.2 -0.3 -0.02
C -3.103 -1.499 -1.476 -0.9 -0.2 0.0 -0.01
N -2.344 -0.602 -0.955 -0.9 1.5 0.9 -0.01
C -3.181 0.384 -0.384 -0.9 -1.5 -0.9 0.00
C -4.493 0.022 -0.594 1.1 0.1 0.1 0.00
N -4.474 -1.198 -1.289 1.1 0.2 0.1 0.00
C -5.627 -1.970 -1.698 0.1 0.5 -0.4 0.00
N -6.458 -2.285 -0.537 -0.7 0.0 0.1 0.00
N -7.724 -1.901 -0.397 -1.8 0.3 0.7 0.00
N -8.224 -2.327 0.762 0.3 1.3 -2.7 0.00
C -7.231 -3.002 1.368 -0.7 -0.3 1.1 0.00
C -7.237 -3.642 2.604 1.4 -1.0 0.9 0.00
C -6.047 -4.278 3.009 -1.0 0.7 -0.7 0.00
C -4.903 -4.257 2.176 -0.5 0.7 -1.1 0.00
C -4.937 -3.598 0.931 0.3 -0.9 1.3 0.00
C -6.133 -2.980 0.567 2.7 -1.0 0.0 0.00
H -1.464 -2.692 -2.210 -0.8 0.1 0.0 0.06
H -2.940 -2.689 -3.249 0.3 -0.1 0.5 0.00
H -2.918 -3.632 -1.708 0.2 0.3 -0.3 0.00
H -2.837 1.272 0.128 0.2 -0.2 -0.2 0.00
H -5.376 0.563 -0.280 -0.1 -0.4 -0.2 0.00
H -5.313 -2.912 -2.195 0.0 0.6 0.4 0.00
H -6.220 -1.374 -2.425 0.0 -0.5 0.7 0.00
H -8.119 -3.649 3.231 0.0 0.0 -0.1 0.00
H -6.007 -4.787 3.963 0.0 0.0 0.0 0.00
H -3.994 -4.748 2.498 0.0 0.1 0.0 0.00
H -4.068 -3.577 0.294 0.1 0.0 0.0 0.00
H 0.406 -3.174 -0.955 0.1 -0.4 0.1 0.97
```
Positions in Å, forces in eV/Å.

Computed properties:
⟨S²⟩ = 0.751
max |F| = 11.0 eV/A
frontier orbital gap (spin up / spin down) = 4.972 / 4.931 eV
net charge = -2
highest occupied orbital energy (spin up / spin down) = -1.7 / -1.7 eV
spin multiplicity = 2